No. 1
C33H51Cl3MoN8O3PS as an isolated structure. Source: the Open Molecules 2025 dataset; level of theory: the ωB97M-V functional and the def2-TZVPD basis.

Last column: Löwdin charge in e.
Element x y z (Å)
Mo: -0.98531 0.36407 0.28697  1.543
N: -1.92844 -0.55520 2.18975  -0.072
C: -3.06211 0.08295 2.91185  -0.173
C: -3.92524 0.81289 1.91230  -0.137
N: -3.10669 1.37982 0.80147  -0.098
C: -3.21591 2.85514 0.58641  -0.138
C: -1.87242 3.50392 0.79253  -0.170
N: -0.90129 2.73268 0.00246  -0.011
H: -1.20371 -0.82049 2.85810  0.064
H: -2.27172 -1.45394 1.84942  0.048
H: -3.63874 -0.67884 3.44131  0.142
H: -2.67005 0.74257 3.68027  0.109
H: -4.66833 0.13804 1.48190  0.123
H: -4.48364 1.60605 2.41205  0.137
H: -3.49602 0.95834 -0.03005  0.040
H: -3.55159 3.01961 -0.43968  0.125
H: -3.97665 3.28804 1.23628  0.137
H: -1.90327 4.55374 0.48942  0.148
H: -1.57222 3.49180 1.83546  0.102
H: -1.05548 2.94986 -0.97803  0.103
H: 0.06234 3.01456 0.18879  0.089
C: 4.00096 0.68389 -7.06048  -0.020
C: 3.42531 0.85593 -5.68587  -0.231
C: 3.55047 2.06530 -5.00913  0.003
C: 3.05351 2.22866 -3.72484  -0.035
C: 2.41495 1.15175 -3.11296  -0.335
C: 2.28461 -0.07348 -3.76495  -0.041
C: 2.77731 -0.20579 -5.04789  -0.002
S: 1.92611 1.34985 -1.46146  0.646
O: 2.69161 0.46569 -0.62315  -0.308
O: 1.89620 2.75583 -1.14746  -0.276
N: 0.37184 0.77843 -1.34558  -0.226
C: -0.58526 1.22180 -2.23991  -0.421
C: -0.53549 1.86969 -3.47996  0.044
C: -1.73306 2.11621 -4.11364  0.013
C: -2.95398 1.73547 -3.54089  -0.009
C: -2.92712 1.14472 -2.30513  -0.120
N: -1.75940 0.93349 -1.66846  -0.089
H: 4.03062 1.62913 -7.59818  0.091
H: 3.42921 -0.03336 -7.64622  0.089
H: 5.02432 0.31134 -6.98687  0.104
H: 4.04813 2.89685 -5.48989  0.132
H: 3.15322 3.17279 -3.21262  0.122
H: 1.78956 -0.90496 -3.28769  0.091
H: 2.66743 -1.14846 -5.56713  0.128
H: 0.39742 2.15855 -3.93645  0.117
H: -1.72421 2.60116 -5.08025  0.137
H: -3.89302 1.89638 -4.04780  0.129
H: -3.83978 0.81112 -1.82710  0.095
Cl: -5.62729 -1.69149 -1.62371  0.702
C: -4.41160 -2.71048 -0.84957  -1.613
Cl: -3.91551 -4.03014 -1.87458  0.744
Cl: -4.94210 -3.23515 0.74628  0.706
C: -3.23119 -1.80888 -0.61500  -0.291
N: -2.34865 -1.09218 -0.39396  0.037
N: 2.06407 3.94985 6.03694  0.210
C: 2.43205 2.87174 5.32400  -0.500
O: 3.34434 2.12416 5.58917  0.117
C: 1.61070 2.52040 4.10119  -0.085
C: 2.28291 2.12375 2.95909  0.050
C: 1.58707 1.54693 1.91618  -0.117
N: 0.25085 1.36584 1.92094  -0.070
C: -0.39262 1.82258 3.01462  -0.164
C: 0.22799 2.39077 4.10670  0.041
H: 2.60328 4.19082 6.85519  0.138
H: 1.37890 4.60620 5.70544  0.117
H: 3.36010 2.19726 2.90321  0.153
H: 2.12676 1.17093 1.07619  0.059
H: -1.46403 1.73343 2.99862  0.069
H: -0.36764 2.69553 4.95667  0.137
C: -1.30075 -4.24572 0.58514  -0.099
C: -0.25731 -3.49919 1.40674  -0.486
C: -0.72687 -3.47426 2.86557  -0.078
P: 0.45107 -1.91599 0.71242  1.087
C: 1.90986 -1.58283 1.82286  -0.487
C: 2.93041 -2.72714 1.95039  -0.069
C: 1.56954 -1.12296 3.25296  -0.100
C: 1.05266 -2.41086 -0.97074  -0.504
C: 1.74829 -3.78190 -1.03049  -0.068
C: -0.04425 -2.39489 -2.04256  -0.120
H: -1.55475 -5.16555 1.11268  0.109
H: -0.97394 -4.52605 -0.41079  0.062
H: -2.22891 -3.68283 0.50452  0.004
H: 0.66699 -4.08756 1.37176  0.099
H: -1.72552 -3.04368 2.96879  0.069
H: -0.05394 -2.96771 3.54953  0.058
H: -0.81929 -4.50233 3.21433  0.106
H: 2.41595 -0.78268 1.28672  0.065
H: 2.49314 -3.65685 2.31207  0.088
H: 3.66147 -2.41360 2.69700  0.104
H: 3.48240 -2.91711 1.03660  0.075
H: 1.58455 -1.97055 3.93459  0.086
H: 0.61279 -0.60935 3.37411  0.043
H: 2.34290 -0.44120 3.60385  0.094
H: 1.78776 -1.63645 -1.19597  0.071
H: 1.04099 -4.60472 -0.94884  0.080
H: 2.52447 -3.93057 -0.29150  0.059
H: 2.21884 -3.86688 -2.01076  0.101
H: -0.91204 -2.98957 -1.76636  0.038
H: 0.35928 -2.85089 -2.94782  0.098
H: -0.37913 -1.39364 -2.29741  0.040

Computed properties:
HOMO-LUMO gap (alpha / beta)   6.58 / 6.58 eV
Spin multiplicity   1
Net charge   +3

---

No. 2
C4H8OS3 as an isolated structure. Source: the Open Molecules 2025 dataset; level of theory: the ωB97M-V functional and the def2-TZVPD basis.

Last column: Löwdin charge in e.
Element x y z (Å)
C: 3.85538 0.31916 0.29023  -0.295
C: 1.24533 -0.33233 -0.31615  -0.959
C: -1.36017 -0.24259 -0.45144  -0.912
C: -3.97532 -0.02411 0.07669  -0.442
H: 4.84401 0.09287 0.29917  -0.041
H: 3.54900 1.26569 -0.37707  0.086
H: 3.41226 0.51695 1.31955  0.039
H: 1.01394 0.47329 -1.11966  0.094
H: 1.12087 0.08618 0.76461  0.063
H: -3.93620 0.68694 -0.62839  -0.022
H: -3.46883 0.59849 0.93986  0.078
H: -5.05701 -0.24220 0.20234  0.058
O: -1.21433 0.94101 -0.51494  0.003
S: 2.80613 -1.28177 -0.29760  0.689
S: -0.02378 -1.49081 -0.16397  0.768
S: -2.81129 -1.36677 -0.02322  0.792

Computed properties:
HOMO-LUMO gap   9.02 eV
Spin multiplicity   1
Net charge   0
Energy above the lowest of the compared OMol25 structures with the same formula, charge and spin   54.5 kcal/mol

---

No. 3
A 2-piece molecular cluster, C3H3ClN2S overall. Source: the Open Molecules 2025 dataset; level of theory: the ωB97M-V functional and the def2-TZVPD basis.

Last column: Löwdin charge in e.
Element x y z (Å)
C: -2.18106 -1.95668 -0.30097  -0.410
C: -3.21823 0.14757 0.09376  -1.284
C: 0.28393 -0.12467 0.43130  0.203
N: -1.70470 -2.99396 -0.40473  0.170
N: -2.24663 -0.71804 -0.03603  -0.026
S: -4.80634 -0.19334 -0.21496  0.670
Cl: -2.70336 1.74988 0.59757  0.607
H: -0.14017 0.68972 1.08925  0.005
H: 0.02852 -1.18973 0.71734  0.028
H: 0.71642 0.12834 -0.56172  0.038

Computed properties:
HOMO-LUMO gap (alpha / beta)   4.83 / 8.09 eV
Spin multiplicity   1
Net charge   0
Energy above the lowest of the compared OMol25 structures with the same formula, charge and spin   113.5 kcal/mol

---

No. 4
C26H19N2O4PPdSe2 as an isolated structure. Source: the Open Molecules 2025 dataset; level of theory: the ωB97M-V functional and the def2-TZVPD basis.

Last column: Löwdin charge in e.
Element x y z (Å)
Pd: 0.30383 0.02090 -0.28934  0.408
Se: 2.40080 -1.27528 -0.59044  0.390
P: 2.10776 -1.14879 1.54697  0.118
Se: -0.01262 -1.48128 1.77945  0.355
C: 3.06539 -2.39493 2.43063  -0.400
C: 4.14669 -3.03811 1.84501  -0.100
C: 4.89467 -3.94580 2.58323  -0.073
C: 4.56059 -4.21200 3.90070  -0.076
C: 3.47511 -3.57456 4.48952  -0.072
C: 2.73094 -2.66823 3.75592  -0.097
C: 2.67526 0.42631 2.18317  -0.415
C: 1.83961 1.25272 2.91872  -0.102
C: 2.30574 2.47745 3.37756  -0.065
C: 3.60195 2.87524 3.09824  -0.069
C: 4.44072 2.04988 2.35503  -0.069
C: 3.97826 0.83221 1.89559  -0.093
H: 4.40546 -2.84660 0.81121  0.076
H: 5.73497 -4.44893 2.12705  0.106
H: 5.14271 -4.92182 4.47296  0.105
H: 3.20833 -3.78480 5.51537  0.106
H: 1.88189 -2.17500 4.21634  0.099
H: 0.81504 0.95170 3.10977  0.071
H: 1.64442 3.12330 3.93687  0.108
H: 3.96093 3.83457 3.44386  0.106
H: 5.44885 2.36297 2.12829  0.106
H: 4.63152 0.20275 1.30232  0.102
N: -1.91956 -0.18877 -1.03145  0.163
C: -3.05337 -0.20064 -0.84737  -0.095
C: -4.48252 -0.22419 -0.63108  -0.214
C: -5.32124 0.36081 -1.57261  -0.020
C: -6.68866 0.33838 -1.35576  -0.062
C: -7.20000 -0.25980 -0.21168  -0.066
C: -6.35232 -0.83828 0.72414  -0.064
C: -4.98315 -0.82432 0.51839  -0.023
H: -4.90169 0.82325 -2.45514  0.119
H: -7.35431 0.78762 -2.07850  0.110
H: -8.26814 -0.27498 -0.04673  0.108
H: -6.75662 -1.30044 1.61325  0.109
H: -4.30572 -1.26836 1.23449  0.121
O: -0.47769 3.92068 -1.14887  0.071
C: -0.12803 2.77817 -1.36239  -0.619
O: 0.46552 2.03164 -0.48054  -0.181
C: -0.41379 2.13457 -2.69490  -0.158
C: 0.47105 1.23893 -3.28401  -0.035
C: 0.16750 0.63152 -4.49333  0.013
C: -1.04275 0.94393 -5.07801  -0.144
C: -1.93794 1.85146 -4.54364  0.004
C: -1.60139 2.46154 -3.34687  -0.009
N: -1.40298 0.27353 -6.35402  -0.357
O: -2.40641 0.65036 -6.91911  0.072
O: -0.62990 -0.55074 -6.78904  0.076
H: 1.41184 1.01438 -2.78666  0.096
H: 0.83586 -0.06994 -4.96924  0.121
H: -2.85880 2.07137 -5.06202  0.116
H: -2.25362 3.19441 -2.89125  0.123

Computed properties:
HOMO-LUMO gap (alpha / beta)   6.54 / 6.78 eV
Spin multiplicity   1
Net charge   0
Energy above the lowest of the compared OMol25 structures with the same formula, charge and spin   40.0 kcal/mol

---

No. 5
One molecule with the formula C6H7N. Source: the Open Molecules 2025 dataset; level of theory: the ωB97M-V functional and the def2-TZVPD basis.

Last column: Löwdin charge in e.
Element x y z (Å)
N: -0.19531 1.74623 -2.03639  0.221
C: 0.09019 1.06022 -1.03091  -0.439
C: -0.26781 0.93941 0.48925  -0.186
C: 0.88179 -0.03705 0.82091  -0.094
C: 0.55430 -0.28845 -1.25287  -0.037
C: 0.01724 -1.04466 -0.11162  -0.213
C: -1.20609 -0.28458 0.45008  -0.102
H: -0.50058 1.82848 1.07057  0.133
H: 1.88306 0.28088 0.49191  0.120
H: 0.92302 -0.48493 1.80676  0.110
H: 1.30271 -0.69747 -1.91896  0.117
H: 0.08120 -2.13597 -0.06087  0.137
H: -2.10533 -0.23495 -0.17083  0.118
H: -1.45839 -0.64717 1.45296  0.116

Computed properties:
HOMO-LUMO gap (alpha / beta)   7.42 / 9.07 eV
Spin multiplicity   1
Net charge   0
Energy above the lowest of the compared OMol25 structures with the same formula, charge and spin   122.9 kcal/mol

---

no.,maximum force (eV Å⁻¹)
1,3.2
2,5.9
3,3.2
4,1.2
5,2.0